Below is a cluster of 2 separate species, C3H13N3 in total at a distorted geometry, with properties calculated with ωB97M-V with the def2-TZVPD basis set.

The net charge is 0. Its orbital gap is 9.8 eV. The calculation puts the energy above the lowest of the compared OMol25 structures with the same formula, charge and spin at 0.955 eV. The HOMO energy is -0.3218 Ha.

Each line ends with the natural charge from an NBO analysis.
Element x y z (Å)
1 C 0.118459 -0.020704 -2.945662  -0.423
2 N -0.282710 0.408005 -1.606372  -0.632
3 C 0.648428 1.536416 -1.292921  -0.425
4 H 1.138635 -0.405751 -3.029872  0.193
5 H 0.291790 0.836627 -3.637830  0.154
6 H -0.632745 -0.661263 -3.400765  0.203
7 H -1.250456 0.688135 -1.552234  0.367
8 H 0.387353 1.836393 -0.273894  0.199
9 H 1.667341 1.171068 -1.255758  0.196
10 H 0.452546 2.366054 -1.971208  0.178
11 N -0.154782 0.405871 2.578605  -0.827
12 C 0.051774 -1.004123 2.296491  -0.051
13 N -0.597048 -1.406734 1.046596  -0.847
14 H 0.020682 0.659994 3.545600  0.357
15 H 0.577201 0.925831 2.093300  0.340
16 H -0.489056 -1.573130 3.050321  0.171
17 H 1.102730 -1.332284 2.350709  0.127
18 H -0.453802 -2.412717 1.013071  0.343
19 H -0.193462 -1.043266 0.183289  0.379

Force components x, y, z for each atom (eV/Å):
C -0.303 0.931 -0.980
N 2.327 0.098 -0.579
C -2.090 -0.723 1.352
H -0.263 -0.840 0.831
H -0.786 0.055 0.158
H 0.238 -0.302 0.006
H 0.008 0.149 -0.181
H 0.193 0.353 -0.057
H 0.172 0.070 -0.424
H 0.569 0.176 -0.120
N 0.798 0.618 -0.424
C -0.513 -0.363 0.098
N 0.199 -0.427 0.097
H -0.210 -0.479 0.104
H -0.322 0.038 -0.149
H 0.091 0.017 0.292
H 0.067 0.272 -0.048
H -0.270 0.003 -0.256
H 0.094 0.354 0.282

=====

Below is the molecule C21H25NO3, with properties calculated with ωB97M-V with the def2-TZVPD basis set.

The net charge is 0. Its orbital gap is 9.6 eV. The calculation puts the energy above the lowest of the compared OMol25 structures with the same formula, charge and spin at 0.000 eV. The HOMO energy is -0.3281 Ha.

Each line ends with the natural charge from an NBO analysis.
Element x y z (Å)
1 C -5.018824 -1.900305 -0.560073  -0.594
2 H -6.026040 -2.308696 -0.607254  0.207
3 H -4.419238 -2.545878 0.075493  0.207
4 H -4.592525 -1.916188 -1.561043  0.211
5 C -5.056433 -0.462923 -0.022095  -0.081
6 C -3.640029 0.087226 0.014916  -0.033
7 C -2.674138 -0.545119 0.793391  -0.156
8 C -1.376123 -0.079981 0.854510  -0.216
9 C -0.981322 1.040655 0.131711  -0.045
10 C -1.939913 1.680515 -0.639162  -0.216
11 C -3.242065 1.211890 -0.695034  -0.164
12 H -3.944747 1.749360 -1.310452  0.207
13 H -1.687494 2.561938 -1.207559  0.207
14 C 0.444585 1.532687 0.235104  -0.053
15 N 1.329673 0.431624 0.544403  -0.635
16 C 2.436153 0.604294 1.300799  0.709
17 O 2.655855 1.625100 1.919217  -0.642
18 C 3.375845 -0.597143 1.369192  -0.521
19 C 3.006162 -1.729817 0.462759  -0.061
20 C 2.381230 -2.869319 0.954553  -0.206
21 C 2.021470 -3.898235 0.101163  -0.207
22 C 2.279042 -3.798075 -1.255181  -0.216
23 C 2.897454 -2.663723 -1.755876  -0.223
24 C 3.258796 -1.635699 -0.904083  -0.169
25 H 3.730621 -0.744339 -1.291781  0.226
26 H 3.100479 -2.581344 -2.813550  0.215
27 H 2.000052 -4.601957 -1.920211  0.214
28 H 1.540264 -4.780828 0.496648  0.214
29 H 2.179510 -2.952858 2.013252  0.211
30 H 4.367506 -0.214149 1.116825  0.250
31 H 3.403734 -0.920550 2.412371  0.240
32 H 1.278092 -0.379835 -0.054527  0.417
33 H 0.533483 2.236341 1.075064  0.249
34 C 0.935687 2.251953 -1.046096  -0.517
35 H 0.386040 3.179544 -1.187688  0.234
36 C 2.398511 2.579199 -0.867720  0.814
37 O 3.306851 1.847174 -1.163591  -0.615
38 O 2.572379 3.776689 -0.316913  -0.676
39 H 3.503803 3.921836 -0.088236  0.503
40 H 0.810948 1.591629 -1.905232  0.233
41 H -0.658957 -0.590369 1.480009  0.221
42 H -2.931250 -1.419904 1.371209  0.201
43 C -5.633457 -0.454424 1.400428  -0.594
44 H -6.655838 -0.826177 1.391645  0.207
45 H -5.637400 0.558195 1.798256  0.212
46 H -5.049827 -1.080539 2.069288  0.207
47 C -5.985546 0.359299 -0.919037  -0.604
48 H -6.981361 -0.079063 -0.907110  0.212
49 H -6.066144 1.383995 -0.563934  0.210
50 H -5.633829 0.363981 -1.948107  0.209

Force components x, y, z for each atom (eV/Å):
C -0.020 0.171 0.056
H -0.124 -0.072 -0.002
H 0.070 -0.101 0.059
H 0.040 -0.040 -0.107
C -0.191 -0.073 -0.019
C 0.008 0.065 -0.037
C 0.003 0.038 -0.008
C -0.014 -0.010 0.040
C -0.028 -0.019 -0.008
C 0.170 0.003 0.041
C -0.092 -0.032 0.014
H -0.117 0.033 -0.066
H 0.046 0.096 -0.084
C 0.122 0.273 0.072
N -0.316 -0.041 -0.181
C 0.074 -0.433 0.125
O 0.159 0.295 0.222
C 0.026 0.204 0.004
C 0.132 -0.192 -0.004
C 0.041 0.075 -0.015
C -0.060 -0.104 -0.011
C -0.040 -0.071 -0.037
C -0.008 -0.014 -0.087
C 0.041 -0.026 0.077
H 0.051 0.110 -0.050
H 0.020 0.010 -0.085
H -0.023 -0.062 -0.052
H -0.036 -0.070 0.028
H -0.011 0.007 0.111
H -0.051 0.022 0.077
H 0.014 0.063 -0.040
H 0.034 0.029 0.078
H -0.010 -0.137 -0.180
C 0.084 0.001 0.333
H -0.064 -0.027 -0.076
C -0.013 -0.181 -0.363
O 0.158 -0.095 -0.092
O -0.111 0.672 0.263
H -0.059 -0.288 -0.117
H 0.052 0.066 0.009
H 0.051 -0.053 0.026
H -0.056 -0.105 0.062
C 0.055 0.002 -0.172
H -0.128 -0.057 0.017
H -0.019 0.095 0.076
H 0.054 -0.067 0.106
C 0.188 -0.119 0.145
H -0.087 -0.040 0.003
H -0.027 0.146 -0.016
H 0.012 0.055 -0.136

=====

Below is the molecule C2H2N2O at a distorted geometry, with properties calculated with ωB97M-V with the def2-TZVPD basis set.

The net charge is 0. Its orbital gap is 12.1 eV. The calculation puts the energy above the lowest of the compared OMol25 structures with the same formula, charge and spin at 1.592 eV. The HOMO energy is -0.4093 Ha.

Each line ends with the natural charge from an NBO analysis.
Element x y z (Å)
1 C -1.051864 0.122395 0.045468  0.125
2 C 1.006592 0.176645 0.078638  0.352
3 H -1.999153 0.551294 -0.014713  0.213
4 H 2.009371 0.474552 -0.017548  0.196
5 N 0.046234 0.957537 -0.059540  -0.478
6 N -0.709371 -1.151447 -0.001737  -0.124
7 O 0.698188 -1.130976 -0.030570  -0.284

Force components x, y, z for each atom (eV/Å):
C 2.697 -1.536 -1.284
C 1.331 -1.784 -1.849
H -1.602 -0.068 0.129
H 1.283 -0.099 0.240
N -2.283 1.809 1.480
N -0.545 0.912 0.204
O -0.882 0.767 1.081

=====

Below is the molecule C19H17N3O4 at a distorted geometry, with properties calculated with ωB97M-V with the def2-TZVPD basis set.

The net charge is 0. Its orbital gap is 8.7 eV. The calculation puts the energy above the lowest of the compared OMol25 structures with the same formula, charge and spin at 1.358 eV. The HOMO energy is -0.3086 Ha.

Each line ends with the natural charge from an NBO analysis.
Element x y z (Å)
1 O 1.750515 1.145471 1.068662  -0.558
2 C 1.903031 0.044019 0.565007  0.492
3 C 3.167619 -0.466920 0.097508  -0.271
4 C 3.430437 -1.717120 -0.430154  0.091
5 N 4.738176 -1.817942 -0.744934  -0.503
6 C 5.381093 -0.641988 -0.439523  0.105
7 C 6.711951 -0.279919 -0.587363  -0.236
8 C 7.069602 0.991211 -0.186105  -0.212
9 C 6.129854 1.875779 0.346598  -0.213
10 C 4.805919 1.519478 0.494698  -0.210
11 C 4.421724 0.242774 0.097224  0.002
12 H 4.078437 2.198887 0.908375  0.239
13 H 6.453788 2.860509 0.648793  0.212
14 H 8.096746 1.309268 -0.284525  0.214
15 H 7.437542 -0.966170 -0.998296  0.214
16 H 5.182792 -2.636615 -1.127756  0.419
17 H 2.753410 -2.536945 -0.570886  0.241
18 C 0.732402 -0.932181 0.441658  0.595
19 O 0.855871 -2.096872 0.792831  -0.635
20 N -0.423412 -0.453068 -0.060776  -0.416
21 C -0.712314 0.906676 -0.456086  -0.230
22 H -1.106563 0.894799 -1.479483  0.196
23 C -1.770529 1.492030 0.485111  -0.237
24 N -2.952189 0.651846 0.493479  -0.422
25 C -4.067616 1.107017 -0.134314  0.629
26 O -4.094546 2.207969 -0.665818  -0.624
27 C -5.296071 0.291774 -0.149625  0.146
28 C -6.410258 0.558448 -0.907103  -0.223
29 C -7.366549 -0.422647 -0.573775  -0.320
30 C -6.776905 -1.211417 0.366655  0.111
31 O -5.530572 -0.793440 0.629157  -0.402
32 H -7.126690 -2.069187 0.907080  0.206
33 H -8.354232 -0.524946 -0.973189  0.233
34 H -6.508740 1.361746 -1.606992  0.246
35 C -2.654137 -0.704027 0.889159  -0.232
36 H -2.245219 -0.686980 1.905813  0.201
37 C -1.602177 -1.294572 -0.060646  -0.238
38 H -2.007656 -1.345926 -1.077377  0.195
39 H -1.304355 -2.291419 0.268654  0.250
40 H -3.547134 -1.321708 0.881679  0.242
41 H -1.362955 1.545000 1.498993  0.205
42 H -2.064944 2.487468 0.151104  0.255
43 H 0.184854 1.519829 -0.423521  0.246

Force components x, y, z for each atom (eV/Å):
O 0.060 -0.259 -0.075
C 0.066 -0.036 0.158
C 0.323 -0.143 -0.141
C -0.363 0.167 0.161
N 0.061 -0.360 -0.184
C 0.049 0.724 0.260
C 0.047 -0.052 -0.025
C 0.092 -0.105 -0.057
C -0.044 0.138 0.054
C 0.079 0.072 0.014
C 0.127 -0.315 -0.142
H -0.043 0.057 0.037
H 0.015 0.085 0.029
H 0.084 0.009 -0.015
H 0.095 -0.046 -0.040
H -0.111 0.094 0.050
H -0.077 -0.133 -0.004
C -0.435 -0.070 -0.073
O 0.285 -0.044 0.139
N -0.042 -0.037 -0.102
C -0.061 0.570 0.054
H 0.017 0.020 0.073
C 0.200 0.365 -0.279
N 0.049 0.123 0.155
C 0.286 0.110 0.237
O -0.232 -0.064 -0.156
C -0.918 0.498 -0.842
C 0.796 -0.060 0.376
C 0.135 -0.387 0.385
C -0.678 0.077 -0.403
O 0.313 -0.046 0.284
H 0.052 -0.110 0.117
H -0.217 -0.084 -0.035
H 0.056 0.201 -0.104
C 0.066 -0.529 -0.180
H -0.046 -0.053 -0.052
C -0.142 -0.338 0.336
H 0.003 -0.004 0.057
H -0.093 0.115 -0.098
H 0.175 0.066 0.041
H 0.013 -0.008 -0.042
H 0.087 -0.126 0.096
H -0.130 -0.079 -0.066

=====

Below is a cluster of 2 separate species, C4H10N2O2 in total at a distorted geometry, with properties calculated with ωB97M-V with the def2-TZVPD basis set.

The net charge is 0. Its orbital gap is 10.7 eV. The calculation puts the energy above the lowest of the compared OMol25 structures with the same formula, charge and spin at 2.250 eV. The HOMO energy is -0.3603 Ha.

Each line ends with the natural charge from an NBO analysis.
Element x y z (Å)
1 C -0.655685 -1.613712 -0.692974  -0.735
2 C -1.383749 -0.449320 -1.206169  0.674
3 O -1.772014 0.572519 -0.606788  -0.620
4 N -1.996268 -0.707270 -2.441947  -0.816
5 H -1.324747 -2.387678 -0.301281  0.249
6 H -0.024060 -1.125565 0.147309  0.275
7 H -2.523537 -0.192855 -3.007735  0.382
8 H -1.977567 -1.554686 -2.809492  0.357
9 H -0.197828 -2.233017 -1.594101  0.229
10 C 0.824987 1.265877 2.236944  -0.730
11 C 1.534324 0.471301 1.300814  0.671
12 O 1.908861 -0.679160 1.536949  -0.601
13 N 1.646018 1.136196 0.049473  -0.859
14 H 2.505360 0.838867 -0.321048  0.392
15 H 1.279596 2.044619 -0.171668  0.404
16 H 0.964173 0.992833 3.374647  0.241
17 H -0.235492 1.108943 2.029665  0.265
18 H 0.971815 2.314288 2.128045  0.221

Force components x, y, z for each atom (eV/Å):
C 2.065 -0.567 0.101
C -4.938 1.847 -1.277
O 2.139 -1.609 -0.395
N 2.992 0.821 3.859
H -0.257 0.621 0.408
H -0.334 -1.833 -1.557
H -2.542 3.774 -1.686
H 0.847 -4.809 -1.525
H 0.041 1.707 2.083
C -1.968 0.388 4.516
C 0.653 -0.933 -1.460
O 0.073 1.664 -1.050
N 0.157 -2.057 1.514
H 0.904 -0.084 -1.489
H 0.133 0.026 0.450
H -0.053 0.271 -2.424
H -0.228 -0.049 0.031
H 0.316 0.823 -0.098

=====

Below is a structure of composition C3H8N2S2 at a distorted geometry, with properties calculated with ωB97M-V with the def2-TZVPD basis set.

The net charge is 0. Its orbital gap is 8.4 eV. The calculation puts the energy above the lowest of the compared OMol25 structures with the same formula, charge and spin at 6.114 eV. The HOMO energy is -0.3109 Ha.

Each line ends with the natural charge from an NBO analysis.
Element x y z (Å)
1 C 2.145847 -0.415915 -2.066658  -0.809
2 C 0.015936 -0.824988 -0.299825  -0.803
3 C -0.954022 0.445244 1.848291  0.344
4 H 2.210231 0.093917 -3.119391  0.253
5 H 2.866367 -1.578613 -2.049588  0.224
6 H 2.313323 0.223102 -0.866978  0.252
7 H 0.860796 -1.214942 0.393190  0.217
8 H -1.043202 -1.349410 -0.085776  0.292
9 H -1.370454 2.684374 1.458879  0.429
10 H -2.271459 1.581620 2.901475  0.382
11 H 0.029745 -1.149819 1.653413  0.350
12 N -1.704483 1.551259 2.185597  -0.803
13 N -0.799647 -0.760225 2.264439  -0.729
14 S 0.378192 -0.768495 -2.026005  0.260
15 S 0.039745 0.765151 0.255610  0.141

Force components x, y, z for each atom (eV/Å):
C 1.518 -1.508 2.073
C -0.437 -3.287 1.186
C 1.764 0.043 -1.908
H 0.746 -0.502 2.461
H -2.169 3.896 -0.048
H 0.183 -1.567 -4.402
H -1.159 -1.023 -1.993
H 2.595 0.984 -0.688
H -1.690 -5.029 3.317
H -3.422 0.485 4.623
H -2.573 0.474 2.444
N 5.561 2.732 -7.669
N 0.835 0.698 -0.361
S -0.012 -0.877 -0.949
S -1.741 4.478 1.913

=====

Q: What is the formula in the fourth record?
A: C19H17N3O4

=====

Q: orbital gap of number 3 (C2H2N2O)?
A: 12.1 eV